No. 1
# C15H45F4K3N2O28P5S4

A molecular structure, C15H45F4K3N2O28P5S4 in a non-equilibrium geometry (the ωB97M-V functional and the def2-TZVPD basis, the OMol25 dataset).

The total charge is +1. The LUMO energy is -3.419 eV. The calculation puts the HOMO-LUMO gap at 8.487 eV. For the relative energy (zero: lowest compared OMol25 entry of this formula, charge and spin), the calculation gives 0.0 kJ/mol.

The geometry in XYZ format:
```
106
Properties=species:S:1:pos:R:3:mulliken_charge:R:1
O 3.455 -3.640 3.647 0.250
K 2.924 2.314 -1.803 0.819
O 6.667 2.507 0.063 -0.549
O 1.626 -5.502 1.067 -0.332
P -3.072 0.667 -4.223 0.608
O -4.052 -0.354 -0.032 0.634
O 6.245 4.769 -1.741 -0.559
O 4.035 -5.915 1.574 -0.311
H -0.635 4.989 0.773 0.115
F 2.510 1.075 1.907 -0.275
H 2.799 -6.426 6.785 0.315
H 4.130 -5.544 6.062 0.346
C -5.377 -0.046 -5.179 -0.516
C -2.876 -1.531 -2.714 -0.727
H 4.684 -7.850 1.376 0.299
C 3.186 -6.055 5.841 -0.663
H -8.029 -1.443 0.408 0.276
H -2.062 2.845 -3.137 0.219
O 2.213 -5.191 5.259 -0.301
H 1.998 -1.779 3.199 0.285
S 5.555 5.001 -0.533 0.941
C -6.212 2.450 -1.368 -0.965
C 3.859 -7.314 1.839 -0.648
H -0.150 -4.806 1.797 0.337
H -2.606 -1.370 1.041 -0.053
C 4.849 -3.289 3.725 -0.847
K 2.739 4.714 2.112 0.904
O 0.895 2.703 1.371 -0.497
H -6.299 2.773 -2.404 0.283
S -0.217 0.070 -0.324 0.462
H -3.662 -2.273 -2.836 0.303
H -0.133 6.125 -5.024 0.313
H -6.007 3.331 -0.757 0.276
C -3.585 -0.911 1.177 -0.644
H 0.378 -3.976 0.344 0.201
O 1.125 4.700 -1.847 -0.152
H 5.436 -4.203 3.700 0.233
N 4.493 3.982 0.063 -0.144
H -1.882 3.865 0.153 0.085
C 1.102 -1.962 3.788 -0.855
H -3.431 -0.217 2.004 0.319
O -0.194 6.560 -3.003 -0.421
H 3.754 -4.987 -2.415 0.251
N 1.265 0.597 -0.098 -0.016
H 5.068 -2.795 4.674 0.443
O -5.195 1.471 -1.192 0.571
C 2.892 -5.527 -2.024 -0.549
H 1.207 -3.645 1.889 0.040
C -3.144 3.003 -3.118 -0.475
H -7.199 2.079 -1.082 0.380
C 0.720 -4.402 1.288 -0.179
H 0.890 -1.132 4.468 0.452
O -3.832 1.988 -3.851 -0.291
O 1.180 -3.200 4.484 -0.294
H -0.477 4.733 -4.037 0.249
K 3.288 -1.205 -0.477 1.003
F -0.059 0.041 -1.933 -0.392
H 2.259 7.751 -1.443 0.292
H 3.979 -7.494 2.910 0.119
O 5.696 3.237 2.218 -0.565
C 1.826 7.439 -0.498 -0.407
O -5.815 0.960 1.258 -0.807
H 1.747 8.286 0.177 0.309
H 0.187 -1.934 3.195 0.239
O -0.427 -1.315 -0.084 -0.438
H 3.464 -6.853 5.155 0.141
H -5.615 -1.001 -4.712 0.214
H 2.393 6.655 -0.011 -0.060
H -5.773 0.776 -4.588 0.187
H 2.631 -6.318 -2.719 0.253
H -3.313 3.937 -3.657 0.218
O 6.248 5.741 0.465 -0.596
P 3.087 -5.216 0.548 0.697
P 2.582 -3.701 4.981 0.792
H -1.729 5.937 -4.278 0.264
O -6.522 -0.519 -0.667 -0.285
C -7.035 -1.659 0.028 -0.711
H -2.025 -1.731 -3.372 0.359
F 4.402 5.987 -1.065 -0.214
O 3.426 -3.797 0.365 -0.373
H -6.437 -1.891 0.913 0.270
O -1.667 0.845 -4.572 -0.799
H -2.476 -1.576 -1.704 -0.067
O 0.273 0.555 2.368 -0.533
P -5.417 0.428 -0.053 0.016
H -4.252 -1.712 1.500 0.337
O -1.287 0.997 -0.199 -0.263
O 0.481 6.953 -0.711 -0.358
S 5.564 2.941 0.834 0.992
O 3.211 -6.100 -0.750 -0.362
H -5.851 -0.026 -6.158 0.278
H -6.974 -2.501 -0.655 0.287
H -2.251 5.570 0.577 0.324
O 3.195 -2.983 6.101 -0.752
C -0.658 5.809 -4.125 -0.661
O -3.957 0.042 -5.373 -0.411
P 0.129 5.773 -1.678 0.744
C -1.520 4.888 0.143 -0.351
H 5.086 -2.561 2.952 0.188
O -3.378 -0.230 -2.968 0.637
H 2.056 -4.830 -1.941 0.206
H -3.479 3.044 -2.086 0.151
H 2.887 -7.736 1.597 0.331
S 1.022 1.282 1.420 1.003
F 4.549 1.688 0.849 -0.150
O -1.302 5.306 -1.217 -0.243
```

***

No. 2
# C25H33O2ReSe

A molecular structure, C25H33O2ReSe in a non-equilibrium geometry (the ωB97M-V functional and the def2-TZVPD basis, the OMol25 dataset).

As for the expectation value of S²: 3.765. As for the spin multiplicity: 4. The total charge is +1. The LUMO energy (alpha / beta) is -2.119 / -5.640 eV. The calculation puts the HOMO-LUMO gap (alpha / beta) at 7.213 / 5.537 eV. For the relative energy (zero: lowest compared OMol25 entry of this formula, charge and spin), the calculation gives 140.8 kJ/mol.

The geometry in XYZ format:
```
62
Properties=species:S:1:pos:R:3:nbo_charge:R:1
C 2.840 -1.644 -2.030 -0.636
C 2.313 0.116 1.918 -0.227
H 2.806 -0.807 1.653 0.269
C -1.496 4.716 4.421 -0.184
C 1.710 1.935 3.206 -0.282
C 0.925 -1.831 -4.990 -0.083
C -1.731 -0.061 3.632 -0.231
C -1.873 3.301 2.476 -0.283
Se -1.241 2.455 0.922 0.530
C -3.616 3.535 4.164 -0.195
H 3.411 -0.989 -1.346 0.204
H -0.535 1.023 -4.956 0.192
H -0.806 -0.029 -7.086 0.224
H -3.135 4.801 5.852 0.234
O 0.557 -0.632 -4.221 -0.539
H 0.499 -3.882 -1.308 0.208
H -0.879 -1.956 -3.228 0.199
C -2.777 4.387 4.905 -0.195
C 0.681 -3.188 -2.136 -0.456
O 0.435 -1.040 -1.846 -0.543
C -3.166 3.004 2.956 -0.234
H -2.319 0.504 4.352 0.265
H 0.462 -2.726 -4.529 0.160
H -3.782 2.314 2.380 0.220
C 1.581 2.304 1.815 -0.273
H -4.616 3.272 4.531 0.236
H -1.517 -0.277 -4.256 0.160
H 1.875 -1.689 0.681 0.178
H 1.057 -1.467 -7.131 0.214
H -0.841 5.370 5.013 0.233
C 0.307 -1.774 -6.395 -0.435
C -1.056 4.193 3.207 -0.239
H 0.635 -2.252 2.671 0.268
C -0.122 -1.476 2.723 -0.311
H 2.283 -0.042 4.158 0.267
H -0.058 -0.883 4.903 0.260
H 1.106 -3.661 -3.047 0.224
H 1.406 3.304 1.446 0.265
H -0.116 -2.740 -6.705 0.218
H -1.097 -1.507 0.663 0.258
C -2.038 -0.230 2.248 -0.278
H 3.409 -2.582 -2.052 0.221
H 0.464 -2.632 0.318 0.197
H -0.067 4.446 2.830 0.215
C 1.470 -1.975 -1.512 0.267
H 2.023 -1.968 -4.963 0.195
C -0.528 -0.780 3.927 -0.278
H 1.876 1.097 -0.081 0.290
H 1.607 2.598 4.059 0.275
H -1.233 -2.225 -1.475 0.162
Re 0.268 0.682 2.252 0.716
H -2.884 0.183 1.709 0.253
H -1.798 -1.268 -6.245 0.209
C 1.909 1.155 1.005 -0.331
C -0.453 -2.138 -2.241 -0.061
C -1.065 -1.113 1.673 -0.260
C -0.621 -0.071 -4.874 -0.074
C -0.825 -0.753 -6.258 -0.435
H 2.768 -1.272 -3.058 0.241
C 1.466 -2.380 -0.044 -0.623
H 2.026 -3.313 0.078 0.220
C 2.117 0.556 3.266 -0.261
```

***

No. 3
# C42H40N10O4S3Ti

A molecular structure, C42H40N10O4S3Ti (the ωB97M-V functional and the def2-TZVPD basis, the OMol25 dataset).

The total charge is +2. The LUMO energy is -6.411 eV. The calculation puts the HOMO-LUMO gap at 6.110 eV. For the relative energy (zero: lowest compared OMol25 entry of this formula, charge and spin), the calculation gives 22.5 kJ/mol.

The geometry in XYZ format:
```
100
Properties=species:S:1:pos:R:3:mulliken_charge:R:1
C 1.893 -1.703 -2.514 -0.781
C -1.553 0.324 2.476 -1.089
C -1.022 2.240 -1.285 0.162
H -1.916 4.133 -1.728 0.611
C 1.052 3.767 -4.165 -0.893
C -3.107 -1.929 -0.338 0.618
H -0.189 4.779 -0.197 0.375
C 3.475 3.999 2.994 -0.854
C 1.083 5.027 -3.579 -0.644
H -0.271 -6.175 4.815 0.345
H -1.120 -0.476 -3.087 0.141
C 0.306 -3.858 -2.961 -0.220
O 3.733 -0.146 -2.748 -0.535
H -2.894 3.328 -3.873 0.556
N 1.570 -5.186 6.431 -0.475
C -4.103 -0.795 -0.470 -0.097
O -0.215 -4.519 0.244 -0.779
O -2.284 -3.656 -1.734 -0.421
H 4.409 1.787 -3.044 0.370
C 1.587 2.676 -3.498 -0.115
C 1.409 -4.859 5.125 1.102
N -0.869 -0.316 1.460 1.460
H -3.822 -4.031 -0.415 0.295
H 0.681 5.880 -4.108 0.464
H 1.694 6.172 -1.871 0.478
C 2.012 1.313 1.977 0.367
H -2.966 -2.137 0.729 0.295
H 2.988 1.934 -0.487 0.407
H 4.915 1.010 -1.518 0.339
C 2.263 -3.917 4.515 -0.962
C 0.379 -5.437 4.363 -0.895
H -4.287 2.576 -0.132 0.497
H -1.858 1.352 2.355 0.385
H 1.686 3.155 3.869 0.225
C -0.554 -1.574 1.776 0.035
C -0.094 -2.791 -2.173 -0.196
H 2.626 4.223 -0.672 0.403
C -4.616 1.560 -0.312 -0.841
H 3.460 0.924 3.312 0.259
C 2.799 1.669 -1.527 -0.430
C 0.206 -5.085 3.045 -0.017
N 0.697 -1.750 -1.920 1.271
Ti 0.336 -0.318 -0.225 -0.982
C 1.577 -3.830 -3.511 -1.282
S -1.103 -2.047 3.341 -0.030
C -2.304 2.666 -3.253 -1.416
H 0.622 3.639 -5.150 0.484
N -0.811 0.961 -1.646 1.855
C 2.093 -3.568 3.199 -0.135
N 0.222 -2.143 0.861 0.010
C 2.386 -2.717 -3.306 -0.408
H 3.414 4.928 3.561 0.376
H -2.444 0.968 -4.572 0.589
C -3.705 0.519 -0.243 1.170
H -6.665 2.112 -0.647 0.441
O 2.057 -3.533 0.110 -0.783
H 3.369 -2.631 -3.747 0.684
H -2.674 0.718 0.004 -0.476
C -2.057 1.362 -3.643 -1.093
H 1.064 -5.961 6.820 0.214
H -0.369 -4.687 -3.115 0.726
S 0.815 -3.693 0.812 1.634
N -1.759 -1.638 -0.895 1.352
H 3.033 4.170 2.012 0.077
S 2.234 -0.268 1.266 -0.564
C 4.092 1.167 -2.211 -0.561
N 1.135 2.193 1.569 -1.936
H -2.347 -0.217 4.430 0.560
H 3.170 2.725 4.712 0.450
H 2.395 -4.896 6.924 0.214
C -6.361 -0.005 -0.800 -0.833
C -0.370 2.666 -0.042 0.753
C -0.582 4.037 0.501 -1.857
C -3.506 -3.227 -1.073 -0.814
C -5.949 1.302 -0.597 -0.813
H 2.762 -2.859 2.729 0.463
H 4.528 3.748 2.868 0.316
C 2.180 4.095 -1.653 -0.142
H -0.084 4.150 1.457 0.367
N 2.783 1.611 3.026 -0.167
C -5.445 -1.047 -0.735 -0.997
C 1.651 5.190 -2.324 -0.693
C 2.546 -0.417 -2.259 0.349
C 2.153 2.834 -2.236 0.292
C -1.312 0.548 -2.811 -0.287
N 1.938 0.467 -1.565 1.030
H -5.803 -2.057 -0.882 0.490
H -7.401 -0.220 -1.007 0.408
H 3.070 -3.484 5.092 0.320
H 1.930 -4.656 -4.112 0.514
C 2.734 2.894 3.729 -0.489
C -1.798 -0.462 3.536 -0.639
H -0.577 -5.537 2.453 0.534
C -1.426 -2.670 -1.562 -0.260
H 1.568 1.699 -3.970 0.393
H -1.650 4.233 0.617 0.422
H -4.246 -3.064 -1.853 0.512
N 0.420 1.789 0.480 1.915
C -1.770 3.115 -2.056 -0.275
C 1.056 -4.144 2.460 -1.201
```

***

No. 4
# C28H35ClNO2

A molecular structure, C28H35ClNO2 in a non-equilibrium geometry (the ωB97M-V functional and the def2-TZVPD basis, the OMol25 dataset).

The total charge is -1. The LUMO energy is 1.972 eV. The calculation puts the HOMO-LUMO gap at 5.681 eV.

The geometry in XYZ format:
```
67
Properties=species:S:1:pos:R:3:nbo_charge:R:1
H -3.158 3.614 0.521 0.220
H -5.377 -3.259 -0.360 0.175
C 2.046 0.305 1.522 -0.099
H -5.119 -2.968 1.439 0.200
H -2.933 -1.834 -0.469 0.209
H 2.959 -2.383 1.159 0.243
H 5.263 -1.558 -4.437 0.210
C 4.843 -0.698 -2.455 -0.224
H 0.609 2.996 3.092 0.249
C -0.609 3.084 0.372 0.698
C 3.757 -2.848 -3.337 -0.224
C -1.181 1.566 -1.389 0.723
C 4.665 -1.714 -3.507 -0.225
C -4.899 -2.582 0.401 -0.392
C 3.163 0.023 2.532 -0.200
C 0.599 -0.324 -0.501 -0.179
C 3.197 3.688 0.827 -0.621
H -6.171 -0.390 -1.622 0.186
H 5.541 0.161 -2.550 0.218
H -3.099 -3.624 -0.328 0.168
C -3.664 1.494 0.181 -0.478
C 4.057 -0.867 -1.228 -0.206
C 1.656 -0.660 0.478 0.051
H -4.452 -0.957 -1.649 0.200
N -1.564 2.734 -0.638 -0.520
H 1.511 4.750 1.715 0.237
C 2.972 -3.013 -2.097 -0.009
H 3.654 -3.583 -4.171 0.211
C -5.208 -0.399 -1.030 -0.407
H 0.324 -1.044 -1.306 0.229
H -4.290 1.388 -1.928 0.193
C 1.620 2.696 2.685 -0.456
H 1.691 -4.541 -3.010 0.219
C -5.531 -1.124 0.334 -0.417
H 1.498 -2.804 0.175 0.232
H 1.105 -4.036 -1.372 0.229
H 2.920 4.522 2.849 0.195
O -0.645 4.193 0.858 -0.573
H -2.775 -2.629 1.151 0.246
H 2.591 -5.144 -1.572 0.221
H 4.022 2.981 1.099 0.194
H 4.359 -1.554 3.332 0.196
H 2.586 3.351 -0.049 0.219
H 3.911 0.848 2.700 0.210
C 2.271 4.018 2.085 -0.399
Cl -2.821 -0.195 1.974 -0.845
C 2.330 -2.054 0.299 -0.467
C 2.031 -4.251 -1.975 -0.646
H -2.869 0.646 0.450 0.271
H 3.693 4.656 0.522 0.201
C -0.083 0.954 -0.473 -0.104
C 0.320 1.864 0.617 -0.062
H 2.517 -1.670 3.816 0.217
H -5.617 1.830 -0.792 0.174
O -1.594 1.219 -2.458 -0.538
H -5.233 -0.553 1.246 0.250
H -4.240 1.716 1.121 0.209
H -6.649 -1.266 0.388 0.175
H -3.568 3.232 -1.190 0.190
C 3.143 -1.997 -1.060 -0.007
C -2.997 2.867 -0.296 -0.230
H 2.187 2.292 3.566 0.217
C 3.321 -1.122 3.274 -0.415
C -4.752 1.118 -0.931 -0.401
C 1.339 1.609 1.610 0.054
C -3.334 -2.647 0.187 -0.624
H 4.165 -0.126 -0.395 0.227
```

***

No. 5
# C6H7N

C6H7N in the gas phase in a non-equilibrium geometry (the ωB97M-V functional and the def2-TZVPD basis, the OMol25 dataset).

The total charge is 0. The LUMO energy is 0.798 eV. The calculation puts the HOMO-LUMO gap at 10.976 eV. As for the structure (SMILES): C#C[C@@H](C)CC#N. For the relative energy (zero: lowest compared OMol25 entry of this formula, charge and spin), the calculation gives 246.5 kJ/mol.

The geometry in XYZ format:
```
14
Properties=species:S:1:pos:R:3:nbo_charge:R:1
N -0.288 -2.696 -1.107 -0.331
H 0.680 2.003 -0.511 0.215
H 0.345 2.411 1.174 0.225
C 1.609 -1.281 0.909 -0.202
H 2.168 -2.180 0.775 0.248
C -0.358 0.439 0.584 -0.280
H -2.140 -0.217 -0.536 0.253
C -1.053 -0.231 -0.651 -0.499
H -0.969 2.440 -0.012 0.211
H -0.820 0.338 -1.557 0.249
H -1.053 0.386 1.430 0.233
C -0.643 -1.616 -0.900 0.302
C 0.823 -0.368 0.902 -0.030
C -0.059 1.911 0.291 -0.592
```

***

No. 6
# C4H14N2O2

2 unconnected molecules or ions with the total composition C4H14N2O2 in a non-equilibrium geometry (the ωB97M-V functional and the def2-TZVPD basis, the OMol25 dataset).

The total charge is 0. The LUMO energy is 0.640 eV. The calculation puts the HOMO-LUMO gap at 9.313 eV. As for the structure (SMILES): NCC[C@H](N)CO.O. For the relative energy (zero: lowest compared OMol25 entry of this formula, charge and spin), the calculation gives 261.0 kJ/mol.

The geometry in XYZ format:
```
22
Properties=species:S:1:pos:R:3:nbo_charge:R:1
C -0.922 0.683 -0.476 -0.435
H -2.922 2.329 0.925 0.350
H -1.876 0.493 -1.009 0.220
H 1.803 -0.183 -0.489 0.375
O 4.003 0.616 -0.005 -0.947
O -0.130 -2.981 0.021 -0.742
H -0.951 -2.234 -1.662 0.181
H -2.039 -2.008 -0.127 0.190
H 1.147 -0.712 -1.849 0.358
C -1.026 1.541 0.789 -0.235
N 1.102 -0.728 -0.910 -0.891
C -1.015 -1.957 -0.583 -0.075
H -0.206 -0.817 0.898 0.199
H -0.490 1.208 -1.461 0.211
H 4.480 -0.088 0.544 0.478
H 4.582 1.352 -0.034 0.472
H -0.659 2.507 0.424 0.183
C -0.294 -0.645 -0.161 -0.075
H 0.676 -2.632 0.130 0.468
H -2.423 1.731 2.249 0.349
H -0.417 0.991 1.502 0.192
N -2.422 1.534 1.283 -0.825
```